{"formula": "C45H51AsBrI2MoN4O6SSi2Te", "method": "wB97M-V/def2-TZVPD", "species": ["Mo", "O", "C", "C", "C", "N", "C", "C", "C", "O", "O", "C", "O", "O", "H", "H", "H", "I", "C", "C", "N", "N", "C", "H", "H", "H", "S", "Br", "C", "C", "C", "C", "C", "C", "I", "H", "H", "H", "H", "C", "Si", "C", "C", "As", "Si", "C", "C", "C", "H", "H", "H", "H", "H", "H", "H", "H", "H", "H", "H", "H", "H", "H", "H", "H", "H", "H", "C", "C", "C", "C", "C", "C", "Te", "N", "C", "O", "C", "C", "C", "C", "C", "C", "C", "C", "C", "C", "C", "C", "C", "C", "C", "C", "H", "H", "H", "H", "H", "H", "H", "H", "H", "H", "H", "H", "H", "H", "H", "H", "H", "H", "H", "H", "H", "H", "H"], "positions_angstrom": [[12.4495, 13.8799, 14.1209], [9.2740, 9.0258, 11.9088], [10.0376, 10.1571, 12.0240], [11.3891, 10.2720, 11.7626], [12.0849, 11.3604, 12.3018], [11.4546, 12.3700, 12.8435], [10.1271, 12.3427, 12.9928], [9.3646, 11.2451, 12.5903], [9.5092, 13.5313, 13.7389], [8.2841, 13.7671, 13.5623], [10.3349, 14.2408, 14.3838], [13.5903, 11.5932, 12.3436], [14.3674, 10.8230, 11.7667], [13.9209, 12.6251, 13.0540], [9.7400, 8.1818, 12.0028], [12.0003, 9.4746, 11.3339], [8.3320, 11.2611, 12.8785], [14.3022, 14.5071, 6.4584], [14.9122, 12.8625, 7.5710], [14.5445, 12.6998, 8.8796], [15.3795, 11.7873, 9.4250], [16.2646, 11.3243, 8.5111], [16.0131, 11.9840, 7.4041], [13.7541, 13.1018, 9.5031], [15.3056, 11.4022, 10.3941], [16.6446, 11.7266, 6.5985], [12.3293, 16.1279, 15.2287], [5.8734, 5.2172, 17.3565], [6.8006, 5.1923, 15.5588], [8.0250, 5.7960, 15.6864], [8.8877, 5.9206, 14.5657], [8.6017, 5.2530, 13.3372], [7.3447, 4.5296, 13.1771], [6.4622, 4.6318, 14.1863], [11.8945, 11.7212, 15.9212], [8.2896, 6.3250, 16.7285], [9.8851, 6.5251, 14.5578], [9.2561, 5.6771, 12.5544], [7.2223, 4.1329, 12.2231], [15.0059, 11.1989, 17.4177], [15.8623, 12.1913, 16.0714], [16.1810, 11.1175, 14.5603], [17.6234, 12.6724, 16.5722], [14.7058, 14.2429, 15.5019], [14.3506, 14.9545, 17.6526], [15.6762, 14.1592, 19.0188], [14.8727, 16.7635, 18.0165], [12.6818, 14.6114, 18.5136], [15.6849, 10.4614, 17.8530], [14.1021, 10.7897, 17.0187], [14.7976, 11.9103, 18.1581], [16.7198, 10.1705, 14.6889], [16.8031, 11.5754, 13.8136], [15.2794, 10.9014, 14.0425], [18.1145, 11.6916, 16.6638], [17.5526, 13.2563, 17.4464], [18.0263, 13.2427, 15.7245], [16.5712, 14.6952, 18.8104], [15.8010, 13.0481, 19.0447], [15.2440, 14.3400, 20.0496], [15.8027, 16.7740, 17.4993], [15.2035, 17.0384, 19.0261], [14.2338, 17.5563, 17.5700], [11.8469, 14.9036, 17.9421], [12.7043, 15.2094, 19.4027], [12.4322, 13.5884, 18.8078], [9.9178, 23.1481, 14.3023], [10.4724, 21.7699, 14.2291], [11.0142, 21.3297, 13.0425], [11.7877, 20.1481, 12.8868], [12.4191, 19.9490, 11.5495], [12.0155, 19.3421, 13.9707], [12.1604, 17.1655, 13.0991], [12.1853, 15.1443, 12.4656], [11.8625, 14.7936, 11.2637], [12.1153, 13.7118, 10.6674], [11.1362, 15.7688, 10.4086], [11.6268, 16.0894, 9.1468], [10.9656, 17.0353, 8.3620], [9.7430, 17.5962, 8.7399], [9.2759, 17.2130, 10.0118], [9.9065, 16.2571, 10.7959], [14.1533, 17.5019, 12.3140], [14.3268, 17.1230, 10.9951], [15.5040, 17.3999, 10.2854], [16.5217, 18.1024, 10.9171], [16.3907, 18.4718, 12.2503], [15.2073, 18.2321, 12.9780], [15.0627, 18.8883, 14.3738], [11.4525, 19.7149, 15.2387], [11.7129, 18.8239, 16.4439], [10.8146, 20.9397, 15.3547], [10.0514, 23.5551, 15.3317], [8.9120, 23.1624, 13.9615], [10.5612, 23.8392, 13.6605], [10.6540, 21.9268, 12.2090], [12.2658, 18.9053, 11.0578], [13.5241, 20.0028, 11.5388], [12.0884, 20.7309, 10.8839], [12.4087, 15.5331, 8.6513], [11.2356, 17.2449, 7.2471], [9.2775, 18.3889, 8.1658], [8.2987, 17.5545, 10.3391], [9.3547, 15.9151, 11.6400], [13.5242, 16.6067, 10.4249], [15.4878, 17.0217, 9.2652], [17.4229, 18.2929, 10.3464], [17.1897, 19.0008, 12.8081], [15.8968, 19.6493, 14.4024], [15.1669, 18.0068, 15.0745], [14.0681, 19.3911, 14.4611], [11.2028, 19.2932, 17.3078], [12.7348, 18.6309, 16.7420], [11.2083, 17.9108, 16.3035], [10.5433, 21.2984, 16.3497]], "s_squared": 3.7829, "gap_ev": [4.218, 1.648], "charge": -2, "de_lowest_kcal_mol": 101.11, "multiplicity": 4}